Entry from the OMol25 dataset: a cluster of 2 separate species, C11H20NP in total in a non-equilibrium geometry (ωB97M-V with the def2-TZVPD basis set).

As for the total charge: 0. As for the multiplicity: 1. The value obtained for the energy relative to the best compared isomer or geometry (same formula, charge and spin) is 2.582 eV. For the HOMO-LUMO gap, the calculation gives 7.77 eV. As for the HOMO energy: -7.6 eV. The calculation puts the LUMO energy at 0.0059 Ha.

Positions of all 33 atoms, in Å:
H -1.91158 2.58235 0.66028
H 2.01324 1.55610 -1.13061
H 1.84275 -0.85841 -1.16338
H -2.31958 -0.15271 -0.44421
H 3.29811 -0.71870 1.45737
H 1.69071 -0.03589 3.55655
P -0.67656 -2.74243 -0.14920
H -1.29966 -1.52444 -2.56988
C -1.51192 0.14911 -1.16685
H -0.31214 1.80627 3.52987
C -0.72933 0.93201 1.55379
C 1.60551 1.09306 -1.98226
C -1.81262 -0.48560 -2.52707
H -2.84079 -0.65186 -2.58586
C 1.11292 0.36846 2.72178
H -1.50584 0.11548 -3.29027
H 0.53199 -2.72973 0.66065
H 2.19487 -1.92615 1.91694
N 0.08431 0.14035 0.75659
H 0.91599 1.75176 -2.42851
H -2.78211 1.05449 1.12250
H 0.69827 -0.77624 -2.51748
H 2.48403 0.86199 -2.60868
C 1.10851 -0.26109 1.49810
H -1.41691 1.24464 -1.29905
C -0.16169 -0.31269 -0.57820
H 2.29497 -1.52847 0.15616
H -2.13197 2.06737 2.35224
C -1.95306 1.70441 1.31638
H -1.65313 -2.31368 0.73420
C 2.25881 -1.14464 1.22176
C -0.09334 1.05519 2.79556
C 0.97722 -0.32030 -1.56923

Force components x, y, z for each atom (eV/Å):
0.01 -0.42 -0.13
0.38 0.75 1.30
-0.61 0.10 -0.57
0.84 0.76 -0.75
-1.61 0.05 -0.54
0.20 0.71 -0.35
1.71 1.86 -1.33
-0.88 1.68 -0.16
0.46 -0.49 0.70
-0.61 -0.12 0.30
1.19 0.82 1.80
0.30 -2.51 0.41
1.46 -2.93 2.58
-1.71 -0.23 -0.36
-0.50 -1.78 0.36
0.93 1.45 -2.28
-1.19 -0.12 -0.03
-0.09 -1.66 0.65
-1.32 0.38 -1.57
-0.77 0.71 -0.83
-0.70 0.00 -0.53
-0.27 -0.31 0.34
-0.62 0.25 -0.16
3.33 0.66 1.94
-0.52 -0.32 0.31
-1.71 -2.45 -0.12
0.19 0.03 1.88
-0.27 0.20 -0.82
-0.55 0.61 1.14
-0.09 0.26 0.87
1.87 0.07 -2.37
-0.26 0.70 -1.45
1.43 1.30 -0.24



Entry from the OMol25 dataset: a cluster of 4 separate species, C21H36BF2O14P2 in total (ωB97M-V with the def2-TZVPD basis set).

As for the total charge: -1. As for the multiplicity: 1. For the HOMO-LUMO gap, the calculation gives 7.07 eV. As for the HOMO energy: -5.2 eV. The calculation puts the LUMO energy at 0.0678 Ha.

Positions of all 76 atoms, in Å:
C 5.50946 -3.41077 -0.82206
H -4.21707 -1.75060 -2.49118
C -2.75996 -2.08899 0.68422
H 6.60038 -1.82217 -1.78515
C 1.22479 6.33915 -2.45570
H 1.54122 7.97965 -3.77117
O 3.38840 -0.92783 0.22331
H 1.78131 3.53609 -2.36312
H 0.11696 1.81167 -2.20043
H -0.80403 8.72471 -3.57972
H 5.50809 -3.96617 -1.75586
P -0.15303 -2.59864 -0.41392
H 3.20809 2.45378 0.09095
O -1.77764 -6.27217 3.53362
O -2.96436 -3.49436 0.62698
H 7.49831 -2.56177 -0.45900
C -0.59733 -0.73535 1.54748
H -0.89952 -5.99524 3.24835
O 0.07537 5.67400 -2.71494
O 0.30095 2.45759 -0.24945
H -3.88276 -0.61924 -0.43187
H -1.58427 1.81194 1.95547
H -1.87853 6.26967 -2.93646
C -1.23411 -0.11214 2.75085
O 0.90732 -3.61796 0.22470
O 0.74812 -1.30629 -0.79538
C -3.15964 -1.40791 -0.65149
H -4.52475 -2.98478 -1.26196
C 1.05363 7.80422 -2.81034
C 2.53225 3.16731 -0.38652
H -5.25970 -2.75050 0.91159
C -3.75771 -2.34554 -1.69534
H 6.03962 -1.44790 1.19205
O -1.13761 -3.05443 2.01180
O -0.77512 -3.15513 -1.61364
H -5.81243 -1.34179 1.85191
C 6.50755 -2.25739 -0.78926
H 1.65636 -1.40497 -0.46319
C 4.34456 -1.58987 -0.07939
H -3.22185 -1.76110 2.79052
H -2.59375 1.35972 3.43628
C -5.07007 -2.14380 1.79476
C -0.89563 6.55227 -3.30409
C -0.46373 7.95524 -2.88997
H 1.26008 -3.30901 1.06793
C -1.82997 1.07851 2.71883
O 2.19375 5.78009 -2.03241
H -0.86979 6.41441 -4.38751
H -2.48722 -4.72412 5.19250
H 6.00471 -0.22503 -0.09428
H -0.86143 8.18554 -1.90098
H -2.27543 -0.91305 -1.06618
H -1.20018 -0.66081 3.68888
O 4.22208 -2.79107 -0.66548
C 0.87242 1.82842 -1.41801
H 1.51850 8.42941 -2.05308
O -2.85084 -4.19435 4.47554
F -1.39324 -5.20279 0.92573
F -5.28843 -2.92205 2.92451
O -4.17736 -5.78155 2.91271
H 0.43961 -1.00761 1.78408
O 1.00820 3.73793 1.43816
H 2.84822 2.13204 -2.31272
H 1.13674 0.80207 -1.16638
H -3.73786 -0.46857 1.72765
P -2.87824 -5.11781 3.11931
C 1.23288 3.19057 0.39506
H -2.99094 -2.97048 -2.14155
C 5.80834 -1.26756 0.14061
C -3.66660 -1.55275 1.81610
H 2.98138 4.15507 -0.40068
H 5.65323 -4.10962 0.00429
C 2.08616 2.68358 -1.76318
H -0.56810 0.00164 0.74703
B -2.05872 -4.13368 1.57752
C -1.25012 -2.03957 1.04165

Force components x, y, z for each atom (eV/Å):
0.12 -0.04 -0.01
-0.01 0.01 -0.01
-0.46 -0.41 -0.13
0.01 -0.02 -0.01
0.06 -0.09 -0.08
0.04 0.01 0.01
0.01 0.03 -0.08
0.03 0.00 -0.01
-0.08 0.03 0.08
0.02 -0.03 -0.04
-0.08 0.02 -0.01
-0.42 -0.01 -0.34
-0.03 0.03 0.09
0.14 0.19 0.26
0.14 0.08 0.39
-0.02 -0.03 0.05
0.27 0.17 0.46
0.02 -0.05 -0.16
0.00 -0.01 0.00
-0.05 0.01 -0.03
0.05 0.06 0.02
-0.50 -0.31 -0.44
0.03 -0.06 0.04
-0.06 0.20 0.14
0.35 0.34 -0.03
0.12 -0.40 0.11
0.20 -0.18 0.09
0.02 -0.03 0.01
-0.24 0.01 0.14
-0.09 -0.08 -0.30
0.06 -0.14 0.06
-0.05 0.18 -0.18
-0.01 0.04 0.01
0.13 -0.10 0.15
-0.06 -0.04 -0.11
-0.03 -0.01 -0.10
-0.01 0.06 0.01
0.06 0.23 0.00
-0.04 -0.05 0.16
-0.09 -0.13 0.01
0.57 0.23 0.49
-0.10 0.39 0.04
-0.06 0.07 -0.03
0.05 0.02 0.03
-0.24 -0.16 0.18
0.19 0.07 -0.04
0.02 0.31 -0.02
0.01 0.01 0.00
-0.06 0.01 0.09
-0.04 0.03 0.12
-0.02 0.00 -0.01
-0.07 0.06 -0.12
-0.61 -0.43 -0.26
-0.01 0.01 -0.03
0.17 -0.05 -0.09
0.12 -0.01 -0.06
0.19 -0.02 -0.06
0.19 0.04 0.14
0.01 -0.13 0.00
-0.11 -0.10 0.09
0.04 0.08 -0.05
-0.03 0.07 -0.08
-0.01 -0.08 0.06
-0.08 0.11 0.02
0.05 -0.01 0.09
-0.34 -0.02 -0.23
0.10 -0.08 0.16
0.02 -0.11 0.13
0.06 -0.07 -0.25
0.25 0.27 -0.11
0.04 -0.02 0.11
0.00 0.01 0.01
-0.01 -0.06 0.01
-0.02 0.00 -0.06
-0.12 -0.02 -0.43
0.37 0.07 -0.06



Entry from the OMol25 dataset: a cluster of 17 separate species, C24H81N31O17 in total in a non-equilibrium geometry (ωB97M-V with the def2-TZVPD basis set).

As for the total charge: 0. As for the multiplicity: 1. The value obtained for the energy relative to the best compared isomer or geometry (same formula, charge and spin) is 0.439 eV. For the HOMO-LUMO gap, the calculation gives 6.32 eV. As for the HOMO energy: -6.7 eV. The calculation puts the LUMO energy at -0.0121 Ha.

Positions of all 153 atoms, in Å:
H -0.88536 6.59365 0.88728
N -1.21792 4.33819 -2.67210
O -1.33997 2.55491 -7.03457
C -0.65516 5.45251 -2.31585
H -5.56387 2.59175 0.42476
H -1.97000 0.70302 -0.02062
O -4.26120 -0.77088 -0.73169
C 0.62620 -1.44393 0.35677
O 2.00045 4.05872 -4.07901
H -1.44410 -5.22651 1.46073
N -4.89229 1.88433 0.68673
O 0.52289 -6.58103 -4.16457
O -4.18205 -4.82881 2.63346
O 1.08235 4.18903 2.32189
C 0.94098 1.95239 -1.53925
H -4.71670 -2.67072 -2.02385
N 2.39530 -6.51614 -2.77172
N 0.87577 -0.02206 0.03951
O 0.24996 -5.31022 1.68434
C 0.33449 -2.35771 -0.89721
H -0.93268 7.28484 -3.01278
H -1.67601 4.67466 -6.22887
H 2.29626 -7.44505 -2.38778
H 2.26066 -6.11552 2.98386
N -2.22393 -1.15489 -4.68118
O 3.89665 -3.12131 4.01526
O 0.41515 5.56457 -1.84483
N 3.58451 0.23671 3.86925
H -1.55362 -1.21944 0.68965
H -0.70019 -2.11169 -2.85499
N 4.27230 0.86086 -0.17747
C -1.88214 -0.72323 -5.84528
H 2.62683 -2.19203 0.29167
H 1.95350 1.56581 -1.65519
H -0.44247 -0.73703 -7.08721
H -0.07445 -1.53769 -5.63287
H -0.97064 0.18603 -2.68686
H -5.22555 -2.87261 1.26416
C -1.43660 2.83957 -5.84813
N 2.71110 4.09759 0.78732
H -0.09084 2.83011 2.93621
C 1.82974 -2.22504 1.03440
H -4.66080 -1.28969 1.63940
H -1.48985 -1.58434 -4.13638
O 5.66775 -0.41403 -1.18770
O -1.51418 -0.19389 4.48521
H 1.11347 -2.49242 5.33328
H -2.19181 4.46717 -2.90664
H 3.33559 1.83079 2.22009
H 3.00389 -5.83476 -2.34109
C -0.64080 -1.42694 1.24805
N -1.52483 -2.35720 4.87805
H -3.19938 -1.03394 -4.44890
H 2.97659 -0.03340 3.10928
H -0.61807 -0.86669 2.18277
H 0.88887 2.79556 -0.85045
H 4.79866 3.36734 -3.18251
H 2.61724 -0.26960 -1.42504
N 1.57899 -4.69119 -3.53448
H 4.78957 2.75390 2.46028
C -1.92422 -1.11445 5.09477
H 0.09162 1.60303 1.84750
H 1.23257 -2.78296 -1.34520
H 3.81683 2.56132 -4.39778
C 2.96114 -3.21702 4.77949
H 2.38017 -4.21608 -3.14398
H -1.21353 2.23764 0.21670
N -1.13222 2.09923 -4.80433
C 4.57198 -0.04564 -0.98143
H 2.24990 -1.63299 4.32520
H -2.27652 6.08038 -3.11425
H 1.89565 -7.36615 0.12995
N -0.64656 -0.85205 -6.10477
C -0.51738 -1.63537 -1.89177
N 3.16587 4.52899 -2.25319
N -1.81696 4.68993 1.55502
H -1.89943 1.71945 -1.36871
H -4.77554 3.73085 2.12820
H 3.04518 4.63696 0.00146
H 3.00973 -5.20078 4.91051
N 4.21291 1.96111 2.70326
H 5.09481 1.15864 0.32742
C 1.13062 -6.03134 1.32937
H -0.94419 2.60900 -3.95293
H -2.59404 -5.71828 4.38962
H 2.16546 6.66691 2.55487
N -1.34146 6.37261 -2.86853
H -3.51169 -0.50846 6.13293
H 3.70603 -1.13397 -2.44822
N -4.96440 -2.79808 -1.05301
N 2.57138 -4.35790 5.25329
H 2.94274 -6.95923 1.63543
C 1.43011 -5.99380 -3.53275
H 2.23918 4.85772 -2.02237
H 2.15041 -1.73613 1.95431
H -2.85916 -4.69059 0.51780
H -3.84000 3.11837 3.43146
C -3.02837 -5.09399 2.49297
C -0.04900 -0.13292 -2.20007
C 4.42185 1.21483 3.70106
C -4.61906 -1.79338 -0.30031
H 3.92291 -0.55643 4.39510
H -0.93726 -2.36396 4.05658
H -0.39795 1.37644 3.38558
O 5.47732 1.37921 4.25054
C 0.12221 0.78356 -0.93258
N 2.05793 -2.35813 5.00153
H 1.64202 -4.38541 5.64780
H -0.85747 4.93534 1.75316
H -0.39186 -3.13912 -0.67381
C 2.02773 4.76198 1.73455
C -2.57450 5.66690 1.13998
H -0.75074 -2.42572 1.67049
N 3.89509 3.11948 -3.55967
N -1.86416 6.71108 0.66760
N 3.56652 -0.44773 -1.72041
N -2.43015 -5.02887 1.36728
C 2.95122 3.92297 -3.34950
N 2.20804 -6.37573 2.00938
O -2.75203 -0.38109 -6.68212
H -1.15774 1.09017 -4.76890
O -3.77227 5.61341 1.07322
H -3.29049 -2.26360 5.76485
H -1.37765 -5.98461 3.16073
N -1.66751 4.05310 -5.43282
H -2.27673 7.53260 0.24928
H -2.05051 -3.14187 5.23592
H 0.43141 -6.53034 -0.44586
H 2.51209 3.11004 0.71493
O 1.56917 0.77148 1.05048
H 3.26177 6.25132 1.34211
H 0.83662 -0.02980 -2.82707
H -1.64114 4.41432 -4.48999
N 2.53850 5.93225 1.97074
H -5.06150 -3.64937 -0.51825
N -2.96328 -1.31341 5.86574
N 1.18334 -6.65540 0.21676
H 4.00818 4.42129 -1.70635
H 0.53926 2.29867 -2.49152
O -3.39336 0.96396 2.04674
N -2.26617 -5.59553 3.44224
H 3.30616 1.01274 0.07474
H 0.82911 -4.24979 -4.04727
C -1.30862 1.42352 -0.50183
H -0.88608 3.60612 -2.06050
N -4.28963 2.94866 2.54313
N -4.86147 -1.98862 0.93845
H 1.61382 -3.27453 1.23448
H -2.28416 3.81141 1.72832
H -1.51247 -1.46134 -1.48238
O -0.34621 1.95888 2.62420
C -4.16494 1.89896 1.76942
H -4.97307 0.99269 0.21922

Force components x, y, z for each atom (eV/Å):
0.00 1.10 -0.80
-1.10 -4.91 1.27
-0.56 -0.41 0.11
0.80 -0.16 -1.46
0.22 -0.07 0.33
0.14 -0.16 0.12
2.44 5.83 -2.69
-0.96 -0.50 0.95
-2.15 0.24 -0.73
0.25 0.42 -1.34
-2.00 -0.17 -2.76
1.58 0.68 1.54
-3.80 1.33 1.06
0.23 1.15 0.36
-0.14 -0.43 1.47
-0.17 -0.87 0.15
1.18 -1.90 1.02
2.35 0.99 -1.21
-1.90 2.03 1.51
-1.06 0.83 -0.14
-0.62 -0.06 0.02
-0.08 0.45 0.47
0.26 0.25 -0.32
0.21 0.08 -0.33
-1.16 -0.86 3.79
1.56 1.03 -0.28
4.16 0.55 2.93
-2.90 -3.54 1.42
0.07 0.24 0.11
0.51 -0.65 0.30
-0.58 4.95 4.63
-6.15 0.29 -3.89
0.36 0.07 0.28
0.13 0.63 -0.25
0.25 0.18 0.11
-0.09 0.28 0.00
0.47 0.75 -0.62
0.21 0.19 0.29
1.46 -1.22 -1.96
0.53 -0.37 -0.61
1.05 1.06 -0.61
-0.50 1.68 -0.55
0.23 0.04 -0.28
-1.07 0.24 0.48
5.48 -1.95 -0.76
1.75 4.02 -0.83
0.37 -0.05 -0.11
-0.09 -1.42 0.75
0.05 0.31 -0.37
-0.02 -0.80 0.34
0.17 -1.80 0.54
3.94 -2.48 -1.82
0.37 -0.37 0.46
0.01 0.31 -0.28
0.36 0.85 -0.43
0.44 0.15 0.02
-0.01 -0.78 -0.34
-0.15 -0.16 0.08
-1.09 3.09 -1.04
-0.11 -0.40 0.45
-1.40 -2.83 -0.40
2.60 -1.28 -1.91
0.11 0.12 0.15
0.56 0.14 0.04
1.63 -2.99 -2.41
-0.56 0.17 -0.28
0.17 0.26 -0.26
0.46 -2.88 2.64
-0.64 -1.94 -3.15
-1.07 0.81 0.55
0.17 1.60 -0.39
-0.70 0.14 -0.71
6.09 -0.25 -2.43
0.60 3.18 -0.62
-1.20 4.24 4.49
1.54 -1.77 1.15
0.31 0.38 -0.21
0.16 0.32 0.40
-0.04 -0.64 0.12
-0.06 0.22 0.46
-3.19 3.99 -5.57
-0.70 0.28 0.63
1.35 -0.64 1.11
-0.04 -0.56 -0.20
-0.10 -0.10 -0.53
-0.38 -0.58 0.03
-2.72 5.51 -1.48
-0.45 -0.58 0.05
0.19 0.19 0.40
-0.46 -2.83 -2.01
-0.60 -5.19 2.17
-0.25 0.35 0.28
-1.87 -2.13 -1.38
0.13 1.20 1.57
0.11 -0.06 -0.08
0.14 -0.04 0.49
0.10 -0.56 -0.45
-1.78 -0.41 0.57
-1.70 -1.38 1.15
3.68 -0.40 0.95
-1.15 -0.83 0.18
0.27 0.22 0.03
-0.10 -1.19 -0.13
-0.34 -1.25 0.30
2.23 -0.37 3.20
-1.10 -0.60 -1.12
-2.60 6.72 -0.17
0.43 -0.66 -0.02
0.11 -1.21 0.16
0.78 -0.74 1.02
-1.45 -3.31 0.14
-0.94 1.55 -1.46
-0.31 -0.62 -0.21
5.33 -5.25 -2.94
1.17 0.63 0.19
-3.48 -1.95 -2.53
2.61 0.18 -3.94
-1.92 0.19 -2.44
2.27 0.22 3.62
1.28 0.33 1.02
0.28 0.55 -0.23
-2.61 -0.16 -0.09
-1.17 1.13 0.83
-0.04 0.10 0.54
-1.59 4.76 -1.04
0.20 -0.31 0.40
0.88 -0.08 -0.75
0.35 -0.30 -0.15
-0.32 -0.01 -0.62
-1.79 -0.17 -0.06
-0.01 -0.09 0.31
-0.09 -0.25 -0.14
0.50 -0.52 -0.99
0.88 3.73 0.56
-0.08 -0.50 -1.29
-3.10 2.29 2.79
-0.92 -2.03 -5.14
-0.76 -0.06 0.03
0.13 -0.34 -0.10
-0.32 0.01 0.16
2.19 -1.11 2.94
-0.20 0.19 0.82
0.59 0.64 0.06
0.82 -1.57 0.21
-0.84 -0.76 -0.13
-0.84 3.20 1.31
-0.87 -0.99 5.78
-0.46 0.18 -0.03
0.48 0.04 0.33
-0.21 -0.28 0.18
-2.30 0.74 2.04
2.37 -2.82 1.36
0.42 -0.07 -0.34



Entry from the OMol25 dataset: a cluster of 2 separate species, C4H10IP in total in a non-equilibrium geometry (ωB97M-V with the def2-TZVPD basis set).

The expectation value of S² is 2.009. As for the total charge: 0. As for the multiplicity: 3. The value obtained for the energy relative to the best compared isomer or geometry (same formula, charge and spin) is 2.157 eV. For the HOMO-LUMO gap (alpha / beta), the calculation gives 6.86 / 7.51 eV. As for the HOMO energy (alpha / beta): -6.4 / -9.5 eV. The calculation puts the LUMO energy (alpha / beta) at 0.0150 / -0.0743 Ha.

Positions of all 16 atoms, in Å:
H 1.46534 1.25222 1.70177
H -1.59658 -2.82151 1.01387
H -1.40891 -0.96061 -2.03948
C 1.08075 0.62463 0.85150
P -0.76868 -2.42396 0.07994
H -0.68041 1.91014 0.72380
H 0.24539 -2.43156 0.98399
H -1.59358 0.57364 -2.29975
H 1.61397 1.16935 -0.03673
H 1.42192 -0.37221 0.99253
H -0.04522 0.02053 -2.18768
C -1.00741 -0.03352 -1.73768
I -3.33670 0.11803 0.06634
H -0.84454 0.68784 1.70402
C -1.15483 0.04696 -0.26208
C -0.42367 0.81639 0.73608

Force components x, y, z for each atom (eV/Å):
-0.52 -0.76 -0.48
-1.96 -1.02 1.90
-0.28 -1.54 -0.31
1.35 3.33 -1.17
1.00 -1.23 -2.06
0.45 -0.39 -0.86
1.18 0.09 0.85
-1.84 2.71 -1.20
-0.82 -1.50 1.23
0.19 -0.79 -0.14
1.30 0.08 0.24
1.33 -1.19 1.16
1.01 -0.19 0.21
-0.51 -1.06 1.05
-2.20 2.12 -1.10
0.33 1.35 0.67